Entry 1:
68
Properties=species:S:1:pos:R:3:forces:R:3:mulliken_charge:R:1 method="wB97M-V/def2-TZVPD" spin_multiplicity=1 charge=+2 e_lumo_ev=-7.8 gap_ev=5.20
H -3.0942 2.2345 -1.8764 0.2 -0.3 0.4 0.468
H -0.9032 1.3180 2.3032 -0.1 0.0 0.1 0.577
C -3.0985 1.7307 -0.8935 0.4 -0.2 -1.1 -1.221
N 2.9886 1.7213 0.3273 -0.5 -0.5 -0.9 -0.126
C -4.9455 0.7989 2.4118 -0.1 -0.3 -0.2 -1.035
C 0.3287 -3.5722 0.1610 -0.3 0.8 -1.5 -1.152
H -4.4033 -3.0771 2.7986 -0.1 0.0 0.1 0.290
As -4.2594 -0.6297 3.6208 -1.0 -0.1 0.3 0.344
H -0.2007 3.8461 0.8609 0.0 0.0 0.0 0.319
H -1.9677 -1.3354 -0.1820 0.1 0.0 -0.2 0.438
C -1.6824 -0.6638 1.8612 0.2 -0.8 0.7 2.489
H -0.2752 -2.2721 2.5081 -0.3 0.1 0.1 0.638
H -0.7031 -3.6011 -0.2871 1.2 0.0 0.3 0.351
C -2.3314 -0.8560 3.2773 0.1 0.2 -0.3 -1.742
As -1.2207 1.6752 -0.1395 -1.5 1.4 0.7 0.519
H 1.8989 2.5862 1.8624 0.1 -0.1 -0.2 0.403
C 0.9182 -1.0597 -6.1661 0.5 0.2 0.9 -0.316
H 6.3320 1.5293 0.1021 -0.1 -0.1 0.0 0.508
H -4.8844 0.5315 1.3366 0.1 0.3 0.5 0.190
C 5.2613 2.4293 1.7729 -0.1 -0.2 -0.7 -0.387
H -3.4677 -0.9509 0.6507 0.2 -0.2 0.1 -0.035
C -1.6325 0.8670 1.6236 0.3 -0.3 -0.1 -0.871
N 3.1714 0.4711 -2.1621 -0.4 0.0 0.8 -0.266
C 3.9898 2.7780 2.1994 0.1 0.2 0.9 -0.827
H -5.2959 -2.0194 1.6724 0.1 0.0 -0.1 0.297
C -1.1676 3.6298 0.4079 0.7 -1.0 -0.5 -1.092
H -1.2262 -0.8442 -6.0395 -0.1 0.0 -0.1 0.418
H -2.6156 -2.4667 0.9727 0.0 -0.1 0.3 0.421
H 3.7452 -1.2394 -3.2719 -0.2 0.2 0.2 0.350
H -1.2873 4.2210 -0.4993 0.0 0.0 0.1 0.431
H 3.3436 -2.3179 0.7380 -0.2 0.0 0.3 0.425
C -5.0745 -2.2195 2.7170 -0.2 0.4 0.3 -1.051
C 4.2004 1.4689 -0.1674 0.6 -0.2 0.2 0.628
H -6.0177 0.8777 2.6595 0.5 0.0 0.0 0.434
C 2.1054 -0.8542 -5.4820 -0.9 0.5 1.1 -0.881
As 0.9018 -1.6521 0.4646 0.0 -1.3 1.2 0.605
H 4.1928 0.2816 -3.9530 -0.8 0.0 -0.2 0.472
H -1.1661 0.1708 -3.8126 0.3 -0.1 -0.1 0.398
C -0.2596 -1.2926 2.0341 0.2 1.4 -0.3 -1.771
N 0.9067 0.0523 -3.6101 0.2 -0.4 0.4 -0.246
C 2.5826 -2.0238 1.4746 0.0 0.4 -0.9 -1.127
H -1.8618 -0.1897 4.0318 0.0 -0.3 -0.5 0.406
H -3.7603 2.3535 -0.2592 0.7 -0.5 0.1 0.404
H 0.3091 -4.1001 1.1129 0.2 0.2 0.1 0.431
H 1.0816 -4.0119 -0.5293 -0.7 0.1 0.5 0.404
H 0.9190 -1.5195 -7.1229 0.0 -0.2 -0.8 0.483
H -6.0346 -2.4437 3.2211 0.6 0.1 -0.2 0.382
C 4.3053 0.7987 -1.5280 2.3 0.4 0.3 0.059
H 3.8423 3.3268 3.1385 0.0 -0.3 -0.5 0.404
H 3.0552 -1.0454 -5.9272 0.5 -0.3 -0.2 0.487
H 6.1379 2.6559 2.3617 0.0 0.1 0.0 0.481
C 3.3573 -0.2118 -3.4126 0.3 -0.2 0.2 -0.795
O 5.4683 0.6445 -1.9529 -2.1 -0.2 0.2 -0.686
C 2.8938 2.3711 1.4682 -0.5 0.6 1.1 -0.041
C 2.0662 -0.3343 -4.1586 -0.2 0.1 -1.7 0.649
C -0.2759 -0.6962 -5.5578 0.0 0.1 0.5 -0.856
H -4.4644 1.7638 2.6497 -0.3 -0.4 -0.2 0.336
H 2.4453 -2.8317 2.2102 -0.1 0.4 -0.3 0.413
C -0.2380 -0.1452 -4.2955 -0.3 0.2 0.0 -0.047
H -2.6221 1.3179 1.8194 0.5 -0.2 -0.1 -0.192
H -1.9601 3.8438 1.1231 -0.1 -0.3 -0.1 0.412
H 0.3189 -0.6018 2.6805 -0.1 -0.5 -0.2 0.524
C 5.3782 1.7792 0.5466 -0.8 0.0 -0.4 -0.555
C -2.4786 -1.4094 0.7807 -0.1 0.8 -0.1 -1.735
H 2.9238 -1.0845 1.9241 -0.1 -0.3 0.1 0.340
Tl 1.1688 0.6756 -1.1933 1.1 -0.6 -0.6 1.098
H -3.4947 0.7085 -1.0418 0.2 0.6 0.3 0.368
H -2.1675 -1.8855 3.6348 0.0 0.3 -0.2 0.560

Entry 2:
73
Properties=species:S:1:pos:R:3:forces:R:3:mulliken_charge:R:1 method="wB97M-V/def2-TZVPD" spin_multiplicity=5 charge=-1 e_lumo_ev="1.7 / 1.7" gap_ev="5.34 / 5.33"
C -2.6149 -0.9435 2.1714 0.3 -0.2 0.8 -0.147
C -3.1972 -0.4750 3.3366 -0.5 0.8 -0.2 -1.033
H 0.6112 -4.3676 -0.4471 0.3 0.2 0.2 0.290
H -4.9042 0.0548 -0.1042 -0.1 -0.1 -0.1 0.343
C -5.1176 0.8730 4.3513 0.8 -0.4 -1.1 0.020
H 2.5432 -4.2465 -1.8440 -0.3 -0.3 0.0 0.379
H 3.1162 0.6769 2.8840 0.0 -0.5 0.1 0.158
C -5.0254 0.3621 1.9763 0.4 0.6 1.6 -0.844
H 4.0433 -4.5809 -0.9252 -0.3 0.2 0.0 0.303
H -3.2335 2.3299 -3.8604 0.5 -0.5 0.5 0.482
O 1.3294 -2.5721 1.5176 0.3 -0.7 -0.5 -0.792
H 4.8677 -2.6240 0.7454 0.0 -0.2 0.0 0.363
H 0.8540 0.2990 -4.7678 -0.2 -0.2 0.4 0.520
C 0.7989 0.2940 -3.6635 -0.3 -0.1 -0.3 -0.701
C 2.8807 -2.8727 -0.1875 0.9 0.2 0.0 1.414
Fe -0.8397 0.1418 -0.4189 -0.8 0.8 -1.0 0.479
C -2.8864 3.2365 -0.8914 0.7 0.5 -0.1 -0.841
C -2.5541 3.1659 0.5969 -0.8 1.2 0.5 -0.727
H 1.7512 -5.6054 0.0428 0.2 0.0 0.2 0.342
C 3.4495 1.7011 2.9272 0.2 -0.1 0.5 -0.926
S -2.8477 1.5582 -1.5404 0.0 0.4 -1.0 0.234
H -2.8205 -0.1757 -4.0391 -0.1 0.6 0.0 0.432
C 1.2292 -4.7161 0.3955 -0.4 0.3 -0.3 -2.051
H -2.1603 3.8894 -1.4277 -0.3 -0.6 0.3 0.372
C 1.0073 1.7133 -3.1588 0.6 -0.2 0.2 -0.851
S 3.1874 2.3921 1.3054 0.0 0.3 -0.5 0.870
C 2.1504 -3.6230 0.9492 -0.5 0.2 0.5 1.825
H 1.5793 4.0317 -1.2562 -0.5 0.1 -0.2 0.522
C -1.9803 0.5286 -3.9520 -0.4 0.3 0.3 -1.032
B 1.1463 -1.6131 0.5159 0.0 -0.3 0.4 1.332
C 3.3624 -3.8007 -1.3013 0.5 0.8 -0.5 -2.002
O 1.8845 -1.9256 -0.6444 0.1 -0.5 0.1 -0.434
C -2.3790 1.8796 -3.2904 -1.3 -1.1 -0.1 -0.621
H -1.6196 0.7611 -4.9464 0.1 -0.2 -0.3 0.497
C -4.4119 0.2395 3.2452 -0.5 -0.3 0.1 0.683
H -3.2607 2.5133 1.1201 0.0 -0.1 -0.1 0.085
C 4.0546 -2.0283 0.3314 0.1 0.4 0.1 -1.652
H 0.2159 2.3898 -3.4750 0.2 -0.1 -0.2 0.316
H 0.5295 -4.9825 1.1779 -0.1 -0.2 0.3 0.549
H 3.4201 -3.3167 2.6517 -0.1 -0.1 0.0 0.381
H 1.0612 3.8071 0.9367 -0.2 0.0 0.1 0.309
O 0.3566 -0.5886 0.7220 0.6 0.0 0.6 -1.201
H -2.6903 -0.5634 4.3029 -0.2 -0.1 -0.4 0.420
S 1.0824 1.7330 -1.3445 0.0 -0.2 -0.2 0.194
S -0.9461 2.5787 1.0782 0.4 -0.6 0.0 0.190
H 1.9753 2.0565 -3.5634 -0.4 0.1 0.2 0.492
H -1.5788 2.5840 -3.3370 0.5 0.4 0.2 0.174
H -0.2852 4.7557 0.3409 -0.2 0.2 0.0 0.488
O 4.2613 1.7483 0.4862 0.0 0.0 0.0 -0.704
H -5.9345 0.9317 1.9464 -0.4 0.1 -0.2 0.418
H -3.1003 -1.4227 -1.1051 -0.8 -0.1 -1.3 0.555
H 1.5783 -0.3731 -3.2921 0.0 0.0 0.1 0.195
C 0.1688 3.7708 0.3053 0.4 -0.1 0.3 -0.935
N -5.7460 1.5012 5.0792 -0.2 0.1 0.5 -0.593
H 3.8557 -4.7342 1.7364 0.1 -0.3 -0.2 0.324
H -2.0449 -2.2940 0.0159 0.2 0.3 -0.4 0.595
H 2.4148 -4.7818 2.7692 0.0 0.1 -0.1 0.423
O 3.4421 3.8493 1.5838 -0.1 0.2 -0.3 -0.766
S -0.7565 -0.4929 -3.1068 0.7 0.3 -0.2 0.047
H -2.7065 4.1733 1.0507 0.1 -0.5 -0.4 0.555
H 2.8241 2.2528 3.6253 0.0 0.0 0.1 0.340
H -0.1342 3.7308 -1.8580 0.6 0.0 0.3 0.384
H -3.8606 3.6988 -1.0370 -0.2 -0.1 0.0 0.550
C 0.6410 3.4758 -1.1031 0.0 0.0 -0.5 -0.864
H 3.9325 -3.2149 -2.0533 -0.2 -0.2 0.5 0.475
C -4.4279 -0.1081 0.8528 0.6 -0.7 -1.1 -0.330
C -2.4650 -1.3166 -0.2717 0.3 -0.2 1.5 -1.981
H -1.6260 -1.3850 2.2960 -0.2 -0.1 -0.4 0.253
C 3.0088 -4.1607 2.0954 0.1 0.4 -0.3 -1.817
H 4.5076 1.7610 3.2093 -0.2 0.1 -0.2 0.263
H 3.7385 -1.3266 1.1150 -0.1 -0.2 -0.2 0.213
C -3.1923 -0.8110 0.8819 0.0 0.3 0.9 1.345
H 4.4867 -1.3972 -0.4573 -0.3 -0.2 0.0 0.451

Entry 3:
77
Properties=species:S:1:pos:R:3:forces:R:3:mulliken_charge:R:1 method="wB97M-V/def2-TZVPD" spin_multiplicity=1 smiles="CC[C@@H](F)[C@@]1(C)C(=O)N[C@@](CCCCOC(C)=O)(CCC(F)(F)F)[C@@H]1CC=O.ClCCl.ClCCl.ClCCl.ClCCl" e_lumo_ev=0.4 gap_ev=10.55
H -1.8914 0.8719 3.2533 0.0 -0.2 0.2 0.327
C -3.5064 2.2000 -0.6061 0.0 0.0 0.1 0.435
H 4.9328 -2.2862 1.9727 -0.3 0.1 0.0 0.538
H -5.0637 2.4711 4.5471 0.1 -0.1 0.0 0.234
H -0.2327 -2.3867 0.1396 0.0 0.0 0.3 0.205
H 1.5774 -1.3012 -0.9724 0.2 -0.1 0.3 0.288
H 1.7569 0.7446 -4.9786 -0.4 -0.1 0.0 0.468
F 5.7256 -1.1787 -0.9644 -0.1 0.6 -0.8 -0.256
C 2.4702 -0.4304 0.9082 -0.2 0.7 -1.6 2.366
C 5.9502 -1.6419 0.2688 -1.3 -0.2 0.1 0.612
C -4.8200 2.0223 5.5044 -0.1 0.0 0.0 -0.249
C -2.1010 -0.0330 2.6824 -0.2 -0.7 -1.4 0.694
C -0.6009 -1.3779 0.3395 0.4 0.4 -0.8 -1.417
H 2.1993 -3.2452 1.1335 -0.2 0.0 -0.1 0.424
C 0.1113 -0.7191 1.5587 -0.4 -0.9 -1.0 2.806
O 3.2755 -2.3187 3.7798 0.7 1.0 0.7 -0.447
C 1.4449 0.9299 -3.9502 1.2 0.4 0.6 -1.024
H -2.8540 2.9226 -0.1317 0.0 -0.1 -0.1 -0.522
C 3.9689 -0.4200 1.2363 0.1 -0.4 0.7 -1.700
H 3.3049 -1.0880 -1.0547 0.0 -0.2 0.4 0.839
H 2.6137 -4.1572 3.5410 -0.2 0.0 -0.4 0.421
C -4.3402 -0.1980 -7.4004 0.0 0.0 -0.1 -0.292
H -3.3686 -1.0898 4.0802 -0.1 -0.4 -0.2 0.369
H -2.1953 -0.3473 -3.7015 -0.4 -0.1 -0.3 0.255
H -1.6792 -1.4352 0.4722 0.1 0.0 0.1 0.404
Cl -3.3241 1.2052 -7.0489 0.0 0.0 -0.1 -0.133
H -0.7796 3.9923 1.0303 -0.1 0.0 0.1 -0.565
Cl -4.7561 -1.0832 -5.9283 -0.1 -0.1 -0.1 -0.137
C 4.6610 -1.7880 1.0448 0.1 0.2 -0.5 -0.626
H 1.1691 0.9902 -1.4291 0.2 0.3 0.3 0.120
C -0.8794 -0.9724 2.7093 0.4 1.8 1.4 -0.570
H 2.2575 1.2524 2.0095 0.0 0.6 -0.3 0.587
H 3.4807 0.5657 -3.2608 -0.1 -0.1 -0.2 0.459
H 0.7825 -3.2776 2.1832 0.0 0.1 -0.2 0.528
H 4.1544 -0.1039 2.2686 -0.2 0.1 -0.1 0.514
H 2.3455 -0.8009 -3.0915 0.2 0.1 -0.3 0.533
F -1.2860 -2.2976 2.7328 0.2 -0.3 -0.3 -0.503
H -4.1731 0.0799 3.0780 -0.1 0.0 -0.1 0.480
H 1.4393 2.0073 -3.7694 -0.2 -0.1 -0.1 0.394
C -0.1753 -0.7033 -4.2626 -1.6 -0.4 0.1 0.680
H -3.8001 -0.8622 -8.0658 0.1 0.0 0.1 0.257
H -2.2095 0.2976 1.6433 -0.1 0.2 0.2 -0.348
H -0.3627 5.4486 0.0968 -0.1 0.1 0.0 0.306
H -1.9556 -1.2013 -5.2757 -0.2 -0.2 0.1 0.184
H -5.4639 2.4232 6.2788 0.1 -0.1 0.0 0.328
H 1.7295 -0.8102 2.8055 0.3 -0.3 -0.1 0.847
Cl -0.5263 5.8870 2.4023 0.0 0.0 0.0 -0.178
O -0.2393 1.7177 1.2772 -1.2 1.1 0.2 -0.625
Cl -3.1412 2.4097 5.9017 0.0 0.1 0.0 -0.154
C 2.6108 -3.1042 3.1843 -0.7 -0.7 -0.4 -0.355
N 1.8908 0.9335 1.1074 0.1 -0.8 1.3 -0.488
H -4.2486 1.8486 0.1030 0.0 -0.1 -0.1 0.309
O 0.1096 0.4751 -3.6845 0.0 0.0 -0.4 -0.272
H -0.3655 -0.7894 3.6654 0.0 -0.3 0.0 0.615
H -1.7182 -2.0543 -3.6926 -0.1 -0.1 -0.3 0.288
Cl -2.6775 5.2963 0.5063 0.1 0.2 0.0 -0.178
C 2.4578 0.2829 -3.0026 -0.7 -0.2 0.9 -0.883
H -3.7708 -1.4396 2.3393 0.3 -0.2 0.2 0.197
C 2.3909 -0.6403 -0.6558 -0.3 0.0 -0.2 -2.253
C 1.5336 -1.2553 1.8131 0.2 0.0 1.0 -0.795
H 2.9259 1.4116 -1.2361 -0.4 0.2 0.4 0.370
C -1.6431 -1.1161 -4.2406 0.8 1.1 1.0 -0.819
H 4.0444 -2.4389 0.4238 0.1 -0.2 0.2 0.183
C 2.2016 0.6421 -1.4979 0.2 -0.7 -1.0 0.058
H -5.2547 0.1418 -7.8732 0.0 0.0 0.1 0.314
H -0.4321 -0.8070 -0.5773 0.0 0.0 0.1 -0.174
O 0.6218 -1.4031 -4.7990 1.4 -0.5 -0.6 -0.558
F 6.5536 -2.8064 0.0968 0.6 -1.0 0.2 -0.307
Cl -5.0750 0.2769 5.3945 -0.5 0.3 0.7 -0.135
Cl -2.5228 0.8300 -1.1307 -0.1 0.0 -0.1 -0.043
C 1.7274 -2.7565 1.9939 0.1 -0.3 0.2 -1.319
C -0.9663 5.0554 0.9070 0.1 -0.2 0.0 0.673
C 0.4804 0.7782 1.3236 0.9 -1.0 -0.3 -0.967
Cl -4.3316 2.9783 -1.9602 0.0 0.0 0.1 -0.169
C -3.4234 -0.7061 3.0673 0.4 0.8 -0.1 -1.609
H 4.4686 0.2932 0.5759 -0.3 0.2 0.1 0.435
F 6.7870 -0.8110 0.8608 0.8 0.6 0.5 -0.279

Entry 4:
68
Properties=species:S:1:pos:R:3:forces:R:3:mulliken_charge:R:1 method="wB97M-V/def2-TZVPD" spin_multiplicity=1 charge=-1 e_lumo_ev="2.5 / 2.5" gap_ev="2.54 / 2.99"
H 4.1102 1.2247 -2.8128 -0.2 0.1 0.1 0.346
C 3.5549 1.1172 0.5039 0.0 0.2 0.4 -1.289
H 5.1128 0.7529 -1.4221 -0.2 -0.1 -0.1 0.273
H -3.9781 1.2628 -1.1041 0.0 -0.1 0.1 0.362
H -4.1224 -1.2407 -2.3054 0.1 -0.1 0.0 0.133
H 0.5257 3.7871 2.6467 0.1 -0.1 0.1 0.280
H 2.9213 0.8198 4.6901 0.3 -0.4 -0.2 0.434
Cl 0.4512 -2.3667 2.3116 0.0 -0.4 0.7 -0.563
H -2.6891 2.9284 1.9258 0.2 -0.1 0.0 0.440
C 0.0314 -2.2113 -3.3988 1.7 0.0 1.1 0.870
H 1.7968 2.3027 -2.2102 0.0 -0.1 0.1 0.487
C -1.3567 -2.1986 -3.5624 -1.2 0.0 -0.4 -1.160
H -4.2617 -2.9980 -2.1845 0.1 0.1 -0.1 0.298
H -3.7386 0.4210 2.7812 -0.1 -0.1 -0.3 0.370
H -1.7540 1.5458 2.5554 0.0 0.1 -0.2 0.041
C 0.9297 -2.0175 -4.5885 0.0 0.2 -0.1 -1.642
C -2.2250 -2.2945 -2.4694 0.1 -0.1 0.8 0.983
H 0.1059 -3.1154 -0.1009 -0.3 -0.1 -0.9 0.602
H 3.5605 0.6404 3.0018 -0.3 0.0 0.4 0.315
C -3.7118 -2.1881 -2.6815 -0.1 0.1 -0.1 -1.615
N 2.0588 -0.0991 -1.0085 -1.1 0.5 1.6 0.087
H -1.7703 -2.0838 -4.5567 -0.1 0.0 -0.1 0.217
H -3.9373 -2.2324 -3.7492 0.0 0.0 0.1 0.412
H -1.0127 1.5547 4.4737 0.4 -0.2 0.3 0.324
O 0.6553 0.9688 1.7063 -0.1 0.2 0.8 0.615
C -1.6942 -2.4950 -1.1966 -1.9 -0.2 -0.2 1.221
H 2.3432 -2.9804 -0.9940 -0.3 -0.5 0.1 0.052
H -5.0669 0.8257 1.6537 0.2 0.0 -0.1 0.275
N -2.2107 -0.0673 0.3759 -1.2 -1.5 0.1 -0.107
H -1.2303 2.3267 1.0658 -0.2 0.0 0.1 0.181
C 1.4591 3.2891 2.9438 0.0 0.3 0.6 -1.166
H 1.8277 3.7671 3.8597 0.0 0.2 -0.1 0.442
H 0.3368 -2.0250 -5.5040 0.0 0.0 -0.1 0.417
H -4.3589 2.5706 0.0292 0.1 -0.1 0.0 0.361
H -0.2826 -0.1019 4.4770 0.2 0.5 0.1 0.222
H 3.9133 0.1293 0.8070 0.2 0.1 -0.1 0.499
H -2.1181 -3.0394 0.8810 -0.1 -0.1 -0.2 0.319
H 0.4795 1.2232 5.4701 -0.6 -0.2 -0.1 0.439
H 2.4603 -0.6037 3.6586 0.0 0.4 0.1 0.209
Y 0.1718 -0.6568 0.4958 1.0 0.8 -1.5 0.371
H 1.4301 2.4556 -0.4660 0.2 0.0 -0.2 -0.040
C 0.5717 -2.4238 -2.1333 0.5 -0.4 -1.5 1.504
C 4.1102 0.6836 -1.8627 0.0 -1.2 -0.9 -0.677
C 2.6975 0.4749 3.6633 -0.1 0.4 0.3 -1.109
C 2.0876 -2.4289 -1.9189 0.6 1.1 0.2 -1.780
H 1.6825 -2.8112 -4.6654 -0.1 0.1 0.0 0.295
C 2.2306 2.3348 -1.2081 0.2 0.2 -0.1 -1.641
H -2.7751 2.5235 -0.7509 -0.1 -0.2 -0.1 0.342
C -2.9659 -1.1509 0.5542 2.0 1.7 -0.8 0.889
H 4.3603 1.8605 0.5659 0.1 -0.1 0.1 0.362
C -2.6110 -2.5297 0.0314 0.0 0.3 0.0 -2.168
O 3.8541 -0.7357 -2.2000 2.9 1.5 -0.7 -0.488
H 1.4698 -1.0628 -4.5541 0.0 -0.1 0.0 0.202
C -2.9911 1.1109 0.8478 0.3 -0.5 0.2 1.959
H -3.5610 -3.0568 -0.1674 0.3 0.2 0.2 0.433
C 2.9951 1.0587 -0.8970 -0.8 -0.9 0.1 1.657
C -0.3039 -2.7254 -1.0643 1.3 0.3 2.0 -1.278
C -0.0710 0.9833 4.5372 0.0 0.4 0.2 -1.128
H 2.7554 1.3971 1.1838 0.2 0.0 -0.1 -0.594
C 2.6700 -1.0471 -1.7054 -2.8 -1.5 -0.3 0.303
H 2.6434 -2.8916 -2.7492 -0.3 0.0 0.3 0.268
O -4.0736 -0.9657 1.2492 -0.8 0.6 0.4 -0.450
C -2.1075 2.0365 1.6478 -0.2 0.4 0.4 -1.854
Si 1.1476 1.4533 3.2001 0.2 -1.1 -2.0 0.432
H 2.8999 3.1980 -1.1461 0.0 0.1 0.0 0.384
C -4.0498 0.4346 1.7246 0.0 -0.7 0.0 -0.813
C -3.5643 1.8990 -0.3199 -0.2 0.1 -0.3 -1.636
H 2.1816 3.4836 2.1389 -0.1 -0.3 0.2 0.273